# 1
This record from OMol25 describes 8 unconnected molecules or ions with the total composition C27H73BN4O10PS7 in a non-equilibrium geometry. The level of theory is the ωB97M-V functional and the def2-TZVPD basis.

Each line ends with the Mulliken charge.
Geometry (Å):
C 1.12767 3.26903 0.01670  -1.1094
C -0.04626 2.58157 -0.65154  0.4793
O -0.50621 3.02807 -1.59975  -0.4300
O -0.52340 1.40923 -0.12261  -0.0043
C -1.03440 1.64080 1.19988  -1.3048
C -2.02486 0.58403 1.66582  -1.1307
N -1.92261 -0.77905 1.06024  0.8443
P -3.38660 -1.58932 1.86265  0.4948
N -4.73255 -1.09434 1.25898  -0.9256
C -2.26640 -0.94692 -0.36769  -0.8158
C -2.16044 -2.45849 -0.66075  -0.6802
C -0.97806 -2.83755 0.34232  -0.9851
C -0.74921 -1.69005 1.38848  0.9442
C 0.67118 -1.17564 0.99168  -2.1698
C 1.41065 -0.33404 2.04926  -0.6000
C 2.54508 -1.10717 2.71262  -0.7443
N 3.64797 -1.22722 1.75974  -0.4315
B -0.67884 -2.32190 2.88903  0.3547
O -0.65023 -1.45863 3.99640  -0.7069
N -0.66961 -3.75479 3.13381  0.1284
C -1.76531 -4.14921 4.03478  -1.4187
C 0.63340 -4.25580 3.58922  -1.3732
H 1.60885 2.63100 0.75480  0.2089
H 1.85890 3.54324 -0.73006  0.3992
H 0.73737 4.16697 0.48589  0.3091
H -0.19994 1.79994 1.87711  0.5511
H -1.56918 2.59405 1.18833  0.7486
H -3.04342 0.93623 1.51087  0.9249
H -1.91822 0.47072 2.74125  0.2556
H -3.28252 -2.98582 1.75207  0.0839
H -3.36287 -1.21902 3.22225  0.2260
H -5.20955 -1.90937 0.88054  0.2773
H -3.12310 -0.39422 -0.75009  0.4482
H -1.46515 -0.56279 -0.99529  0.5800
H -3.04874 -3.03284 -0.43405  0.3289
H -1.87131 -2.49570 -1.70049  0.4688
H -0.15928 -3.03856 -0.33843  0.5449
H -1.27496 -3.80143 0.74321  0.2975
H 0.66009 -0.71754 0.00936  0.6341
H 1.25862 -2.08162 0.86387  1.1001
H 1.90869 0.47793 1.51185  -0.2180
H 0.78000 0.14302 2.79302  0.5416
H 2.19920 -2.08534 3.04044  0.0762
H 2.88465 -0.49218 3.55123  0.4652
H 4.50338 -1.43852 2.26254  0.2358
H 3.83330 -0.32108 1.33414  0.1200
H -1.52409 -1.32529 4.38631  0.4543
H -2.39092 -4.91891 3.58350  0.3690
H -2.44933 -3.31670 4.23705  0.3518
H -1.43017 -4.49947 5.00881  0.5408
H 1.33025 -4.29644 2.75300  0.4003
H 1.07954 -3.67443 4.40332  0.4060
H 0.52559 -5.28265 3.92662  0.4833
C 4.29972 -1.62927 -2.92906  -1.0446
S 4.95043 -1.25510 -1.29548  0.6347
O 4.62778 0.18176 -1.00564  -0.5525
C 6.67554 -1.33672 -1.75890  -1.0262
H 3.21241 -1.59174 -2.87995  0.3046
H 4.65906 -0.89193 -3.64758  0.3054
H 4.61772 -2.63002 -3.22090  0.4078
H 6.87921 -0.61462 -2.55129  0.3070
H 6.91844 -2.35282 -2.09477  0.4492
H 7.27438 -1.09081 -0.88356  0.2917
C -3.12412 1.92416 -3.49306  -0.6843
S -4.72793 1.33564 -2.94040  0.4028
O -4.49291 0.12598 -2.08940  -0.6572
C -5.27852 0.75988 -4.54581  -1.0059
H -2.57822 2.30228 -2.62908  0.0134
H -2.56754 1.10284 -3.94572  0.4213
H -3.26775 2.72864 -4.21659  0.3721
H -4.58024 0.01542 -4.92865  0.3188
H -5.34245 1.61053 -5.22774  0.3669
H -6.26307 0.31085 -4.42603  0.3720
C 8.55382 3.89698 -0.14216  -1.0141
S 7.52526 2.48531 -0.57478  0.5800
O 8.07045 1.91166 -1.83299  -0.6124
C 6.06195 3.43070 -1.00927  -0.9179
H 9.54067 3.52633 0.12781  0.3349
H 8.63689 4.56936 -0.99638  0.2979
H 8.11519 4.41782 0.70931  0.3638
H 6.29998 4.13229 -1.80978  0.4010
H 5.70139 3.96585 -0.12978  0.3387
H 5.30212 2.72688 -1.34758  0.2204
C -4.93700 -7.33346 6.71567  -1.0303
S -4.21571 -5.82529 6.05840  0.6178
O -2.90510 -5.62524 6.73212  -0.6214
C -5.39067 -4.70180 6.82810  -0.9776
H -4.32665 -8.17185 6.38624  0.3324
H -4.94546 -7.29222 7.80475  0.3260
H -5.95075 -7.44797 6.33173  0.3672
H -5.36923 -4.83057 7.91022  0.3405
H -6.39059 -4.90094 6.44218  0.3700
H -5.10114 -3.68303 6.57670  0.2797
C -7.02341 5.55269 -5.72533  -0.9353
S -5.27091 5.31510 -5.41044  0.4350
O -4.89480 3.98261 -5.96378  -0.6003
C -5.41808 5.10286 -3.63481  -0.7808
H -7.16164 5.65928 -6.79926  0.3543
H -7.58350 4.68817 -5.36788  0.2845
H -7.36190 6.45894 -5.22293  0.3555
H -6.07860 4.26108 -3.42071  0.3230
H -5.80984 6.01445 -3.18197  0.4033
H -4.42701 4.89722 -3.23274  0.1837
C 10.51019 -3.13400 -3.44952  -0.9240
S 8.89173 -3.77273 -3.89544  0.5295
O 8.08776 -3.84429 -2.64079  -0.6661
C 9.43630 -5.44321 -4.27074  -0.9875
H 10.39086 -2.09771 -3.13842  0.3036
H 10.92312 -3.71839 -2.62711  0.3072
H 11.16864 -3.18008 -4.31681  0.3676
H 9.91855 -5.87918 -3.39578  0.3127
H 10.12790 -5.41809 -5.11276  0.3762
H 8.56130 -6.03271 -4.53720  0.3258
C -3.78094 8.19720 0.26250  -0.9232
S -5.41166 7.80810 -0.38968  0.5659
O -6.40694 8.25865 0.60930  -0.6340
C -5.25803 6.02104 -0.22170  -0.8929
H -3.67683 9.27993 0.28643  0.3313
H -3.68348 7.79769 1.27236  0.2960
H -3.01734 7.77239 -0.39019  0.3261
H -5.06455 5.76164 0.81977  0.4459
H -4.44681 5.66420 -0.85719  0.1828
H -6.19410 5.56560 -0.54029  0.3120

Total energy   -5196.99604 a.u.
Maximum force   5.221 eV/A
Kohn-Sham gap   0.2731 hartree
Highest occupied orbital energy   -10.13 eV
Charge   +1

# 2
This record from OMol25 describes 10 unconnected molecules or ions with the total composition C27H73NO10S9 in a non-equilibrium geometry. The level of theory is the ωB97M-V functional and the def2-TZVPD basis.

Each line ends with the Mulliken charge.
Geometry (Å):
C 0.81878 -3.77250 -1.49036  -1.1303
S 2.05781 -3.20095 -0.26683  0.8738
O 3.34161 -3.90641 -0.57303  -0.8160
C 2.26344 -1.49269 -0.80329  1.0975
H -0.08612 -3.19152 -1.32295  0.2237
H 0.63277 -4.80256 -1.17763  0.4881
H 1.25071 -3.81303 -2.48753  0.3826
H 1.64916 -0.82122 -0.19828  -0.3431
H 1.91444 -1.29772 -1.82029  -0.9608
H 3.29343 -1.16210 -0.70094  0.1166
C 0.86784 3.45516 2.06150  -0.1588
S 2.07436 3.83167 0.74044  0.3256
O 3.33704 4.13277 1.48070  -0.6912
C 2.10075 2.22144 -0.03945  0.6692
H 1.15286 2.45324 2.38534  -0.4223
H -0.16408 3.51511 1.73526  0.1196
H 1.06248 4.13860 2.88547  0.5001
H 1.10520 1.91515 -0.35269  -0.3700
H 2.55012 1.54399 0.68986  0.0668
H 2.71769 2.35027 -0.92702  -0.0674
C -7.33082 -0.89094 2.74633  -0.9887
S -5.66733 -1.16820 2.03047  0.4926
O -5.45531 0.05210 1.18551  -0.5382
C -4.72971 -0.96536 3.57797  -0.4675
H -7.98650 -0.95050 1.88142  0.3300
H -7.31709 0.12681 3.13463  0.2989
H -7.60232 -1.58411 3.53877  0.3736
H -5.05720 -1.63464 4.37141  0.4556
H -4.85017 0.04508 3.97987  0.3055
H -3.67477 -1.07677 3.32351  -0.1413
C -2.16493 0.15067 1.11419  -0.1118
S -1.33836 -1.18909 2.01176  0.2069
O -0.56589 -1.94301 0.98470  -0.6140
C 0.00201 -0.32343 2.90296  0.1029
H -1.36371 0.71153 0.61854  -0.7692
H -2.61742 0.94315 1.71760  0.4256
H -2.92298 -0.15117 0.39775  0.4285
H -0.35650 0.25970 3.74729  0.5424
H 0.47166 0.23995 2.09670  -0.4762
H 0.61873 -1.16183 3.22080  0.0009
C 3.95710 -1.69750 2.65590  0.1728
S 5.09476 -1.02117 1.38987  0.4666
O 4.31610 0.04370 0.64613  -0.5232
C 6.20937 -0.15440 2.51948  -1.0584
H 3.41033 -0.90149 3.16181  -0.0134
H 4.64308 -2.22258 3.32155  0.5268
H 3.23928 -2.36311 2.18999  -0.5616
H 5.57907 0.60658 2.99678  0.2861
H 6.91613 0.43690 1.94100  0.3717
H 6.67400 -0.75579 3.29559  0.3971
C -1.69425 3.21354 -2.76089  0.4972
S -2.03064 3.64676 -1.02280  0.4387
O -1.14324 2.71853 -0.24195  -0.3434
C -1.35999 5.33126 -1.07357  -1.1163
H -0.61524 3.09829 -2.88321  -0.0431
H -2.01045 3.95927 -3.49018  0.5891
H -2.20410 2.27017 -2.94340  -0.6114
H -1.51060 5.71764 -0.06509  0.4269
H -1.93140 5.86553 -1.82559  0.4110
H -0.27981 5.30436 -1.22291  0.2735
C -4.46709 0.70615 -2.71102  -0.3556
S -5.72232 1.87728 -3.18287  0.5080
O -5.04899 2.98420 -3.95054  -0.6366
C -6.52254 0.89435 -4.44107  -0.9573
H -3.88431 0.94524 -1.82757  0.0118
H -3.82201 0.47613 -3.56192  -0.0093
H -4.95594 -0.25668 -2.51773  0.5763
H -7.09294 0.08944 -3.97397  0.3372
H -5.78376 0.44220 -5.10371  0.2978
H -7.17129 1.58243 -4.97358  0.3490
C 0.20791 -3.81389 4.51157  -0.6381
S 1.71512 -4.25104 3.58034  0.8226
O 2.41983 -5.16588 4.52275  -0.7261
C 0.76695 -5.23142 2.38309  -0.8998
H -0.11127 -4.72842 5.00549  0.4757
H -0.52084 -3.31539 3.87257  0.1179
H 0.47497 -3.09930 5.29334  0.0397
H 0.21712 -4.53768 1.74434  0.0317
H 0.14300 -5.97124 2.88481  0.4647
H 1.41318 -5.80914 1.71707  0.3926
C 2.43729 -0.94156 8.17267  -1.2301
S 1.71619 -0.96588 6.49166  0.7969
O 0.23487 -0.93527 6.73896  -0.6645
C 2.15529 0.72070 6.01131  -0.7619
H 1.92815 -0.15510 8.72839  0.3485
H 3.52215 -0.83790 8.16072  0.3618
H 2.22554 -1.87742 8.69041  0.3599
H 2.06591 0.72177 4.92889  -0.0720
H 3.20398 0.94469 6.23322  0.4413
H 1.58384 1.45445 6.57437  0.4053
C 3.49846 0.77362 -3.50965  -1.9943
C 2.17127 0.73986 -4.27521  1.6994
C 2.17108 -0.63165 -4.97638  -1.5095
C 0.84198 -1.00154 -5.60569  -0.8081
C -0.15483 -0.97661 -4.45531  -1.4199
C -0.27336 0.33519 -3.67201  2.1812
N 1.07967 0.75197 -3.27770  0.7190
O 1.04826 1.94596 -2.52003  -0.0851
C -1.06545 1.35981 -4.51556  -1.6222
C -0.99860 -0.00906 -2.37621  -0.6447
C 2.13815 1.87977 -5.28922  -1.6012
H 3.56547 1.62824 -2.83122  0.3753
H 4.38488 0.78668 -4.14790  0.4578
H 3.69015 -0.07541 -2.84906  0.2342
H 2.96658 -0.74095 -5.72493  0.4217
H 2.48578 -1.41689 -4.27958  0.2945
H 0.84115 -2.04519 -5.92535  0.4963
H 0.61797 -0.31932 -6.42663  0.4162
H 0.19497 -1.73736 -3.74369  0.0742
H -1.14986 -1.38356 -4.66909  0.5576
H -2.00991 0.88718 -4.80576  0.2960
H -1.41988 2.20599 -3.92279  0.2115
H -0.55262 1.54400 -5.45336  0.2310
H -1.99415 -0.43225 -2.50449  0.4538
H -0.37714 -0.64714 -1.74575  -0.2036
H -1.15444 0.86254 -1.72852  -0.6331
H 1.81097 2.79450 -4.79049  0.1600
H 1.38900 1.65135 -6.05143  0.3200
H 3.05936 2.05145 -5.84024  0.4689
H 0.57592 2.58995 -3.07775  -0.0810

Total energy   -5462.94063 a.u.
Maximum force   3.799 eV/A
Kohn-Sham gap   0.3072 hartree
Energy above the lowest of the compared OMol25 structures with the same formula, charge and spin   2.623 eV
Highest occupied orbital energy   -8.10 eV
Charge   0